[1]
This record from the OMol25 dataset describes a cluster of 15 separate species, C20H70N8O15 in total. The level of theory is wB97M-V/def2-TZVPD.

```
! wB97M-V def2-TZVPD RIJCOSX def2/J DEFGRID3
* xyz 0 1
C -14.358 22.785 4.196
C -13.635 21.393 4.052
O -12.433 21.350 4.782
H -14.654 22.962 5.182
H -15.216 22.824 3.521
H -13.628 23.593 3.959
H -13.167 21.271 3.043
H -14.215 20.434 4.159
H -11.982 20.593 4.434
C -15.271 19.856 -5.290
C -16.189 20.966 -4.674
O -17.219 20.432 -3.900
H -14.333 20.190 -5.816
H -15.761 19.239 -6.000
H -14.810 19.299 -4.543
H -16.624 21.642 -5.456
H -15.614 21.607 -3.989
H -16.897 19.890 -3.176
C -16.868 24.682 -6.032
C -15.665 24.705 -5.108
O -15.978 24.291 -3.842
H -17.068 23.676 -6.466
H -16.884 25.331 -6.905
H -17.752 24.936 -5.382
H -15.238 25.731 -5.091
H -14.904 24.133 -5.505
H -16.453 23.497 -3.972
C -15.160 22.865 0.700
C -14.809 22.990 -0.763
O -15.297 21.870 -1.479
H -14.584 23.557 1.313
H -14.995 21.858 1.093
H -16.272 23.049 0.957
H -13.795 23.089 -0.987
H -15.173 23.945 -1.152
H -14.543 21.769 -2.094
C -15.383 17.275 -2.638
C -15.297 18.478 -1.730
O -16.585 19.060 -1.591
H -14.348 16.974 -2.810
H -16.052 17.471 -3.499
H -15.729 16.388 -2.093
H -14.693 19.176 -2.249
H -14.774 18.042 -0.877
H -16.687 19.643 -0.863
C -18.205 22.982 3.347
O -18.640 24.170 3.950
N -17.559 22.042 3.888
N -18.554 22.711 2.137
H -17.179 22.311 4.776
H -17.267 21.088 3.567
H -18.903 23.546 1.609
H -18.341 21.927 1.527
C -10.724 22.359 -0.322
O -11.703 22.387 0.553
N -9.652 23.097 -0.344
N -10.671 21.442 -1.218
H -9.375 23.707 0.391
H -8.893 23.153 -1.044
H -11.253 20.617 -0.983
H -9.874 21.535 -1.902
C -18.700 22.441 -1.339
O -18.439 21.247 -0.595
N -17.809 23.288 -1.714
N -19.867 22.973 -1.436
H -16.893 23.016 -1.591
H -18.103 24.140 -2.200
H -20.706 22.421 -1.350
H -20.043 23.920 -1.921
C -18.694 25.440 0.881
O -18.868 26.407 1.831
N -19.650 24.596 0.666
N -17.677 25.305 0.068
H -20.453 24.726 1.356
H -19.800 23.943 -0.177
H -16.862 25.920 0.143
H -17.489 24.387 -0.430
C -12.230 25.436 0.457
O -12.635 24.921 1.650
H -12.588 26.412 0.401
H -12.501 24.634 -0.294
H -11.198 25.459 0.319
H -12.503 23.970 1.510
C -13.080 19.668 0.299
O -11.975 19.307 -0.528
H -12.868 20.376 1.121
H -13.331 18.714 0.791
H -13.901 20.237 -0.187
H -12.149 18.529 -0.952
C -16.030 25.628 3.922
O -15.883 26.928 4.467
H -16.839 25.652 3.145
H -16.261 24.909 4.743
H -15.172 25.340 3.396
H -16.696 27.238 4.788
C -16.483 19.170 1.647
O -16.459 19.587 2.997
H -16.914 18.262 1.521
H -15.463 19.044 1.279
H -17.020 19.719 0.903
H -15.682 19.188 3.348
C -12.760 22.111 -4.407
O -13.009 21.743 -3.075
H -13.773 22.245 -4.905
H -12.340 21.407 -5.124
H -12.104 22.959 -4.489
H -12.205 21.437 -2.578
C -12.805 25.279 -3.067
O -14.054 25.815 -2.586
H -11.977 26.004 -3.159
H -13.006 24.841 -4.088
H -12.401 24.640 -2.321
H -14.813 25.295 -2.918
*
```

The HOMO-LUMO gap is 7.33 eV. The total energy is -64500.07033 eV.

[2]
This record from the OMol25 dataset describes a cluster of 16 separate species, C20H72N16O16 in total. The level of theory is wB97M-V/def2-TZVPD.

```
! wB97M-V def2-TZVPD RIJCOSX def2/J DEFGRID3
* xyz 0 1
C 4.273 -1.589 -1.214
C 5.367 -1.052 -0.306
O 4.741 -0.314 0.718
H 3.565 -0.859 -1.561
H 3.695 -2.275 -0.667
H 4.659 -2.050 -2.131
H 5.942 -0.287 -0.776
H 5.950 -1.822 0.159
H 4.503 -0.865 1.420
C 0.149 -1.895 0.137
C 0.605 -0.516 0.562
O -0.460 0.383 0.380
H -0.762 -2.353 0.684
H 0.938 -2.647 0.470
H 0.034 -1.990 -0.932
H 1.473 -0.237 0.046
H 0.867 -0.582 1.623
H -0.161 1.094 -0.158
C 2.341 2.240 2.645
C 1.876 2.912 3.943
O 1.898 4.334 3.903
H 2.669 1.255 2.883
H 3.201 2.678 2.167
H 1.557 2.272 1.870
H 2.570 2.640 4.692
H 0.850 2.566 4.291
H 1.002 4.631 3.711
C -2.153 -2.950 -2.206
C -2.442 -4.142 -1.333
O -1.997 -5.222 -2.075
H -2.227 -2.025 -1.728
H -2.972 -2.974 -3.010
H -1.098 -3.013 -2.708
H -3.491 -4.293 -1.165
H -1.793 -3.908 -0.451
H -2.261 -6.033 -1.624
C -1.553 -2.743 3.093
O -0.372 -3.499 2.891
N -2.765 -2.945 2.612
N -1.526 -1.698 3.801
H -2.792 -3.762 1.995
H -3.381 -2.136 2.453
H -0.712 -1.379 4.248
H -2.244 -0.913 3.785
C -3.771 1.841 -3.292
O -3.738 2.122 -4.624
N -2.717 1.582 -2.507
N -4.887 1.599 -2.641
H -1.810 1.538 -3.007
H -2.783 1.128 -1.584
H -5.785 1.544 -3.243
H -4.878 1.107 -1.706
C -2.093 2.166 3.387
O -2.020 2.841 4.627
N -1.042 1.483 2.886
N -3.113 2.076 2.602
H -0.270 1.305 3.570
H -0.979 0.886 2.064
H -3.883 2.772 2.862
H -3.247 1.629 1.665
C 0.284 3.368 -2.414
O -0.554 3.353 -3.521
N 0.371 2.340 -1.632
N 1.031 4.261 -1.935
H -0.055 1.520 -2.093
H 1.216 2.186 -1.013
H 0.912 5.211 -2.376
H 1.999 3.893 -1.774
C -3.768 3.930 -0.184
O -3.847 4.886 0.811
N -4.798 3.526 -0.800
N -2.669 3.372 -0.610
H -5.805 3.719 -0.492
H -4.704 2.874 -1.661
H -1.845 3.498 0.060
H -2.600 2.850 -1.486
C 3.496 -3.297 2.648
O 3.535 -1.936 2.656
N 4.565 -3.967 2.697
N 2.417 -4.057 2.653
H 5.477 -3.372 2.557
H 4.755 -4.957 2.594
H 1.462 -3.598 2.808
H 2.547 -4.959 3.099
C -4.149 0.086 0.095
O -4.049 -1.300 0.156
N -3.036 0.808 0.143
N -5.235 0.792 -0.072
H -2.160 0.277 0.249
H -2.987 1.863 -0.041
H -6.154 0.366 0.178
H -5.210 1.840 -0.065
C -0.153 4.401 1.388
O -0.490 4.858 2.660
N 0.329 5.182 0.516
N -0.518 3.285 0.956
H 0.426 6.140 0.747
H 0.527 4.871 -0.458
H -0.615 2.561 1.821
H -0.130 3.052 0.009
C 0.982 -0.012 -3.626
O -0.255 0.015 -2.937
H 1.913 0.521 -3.232
H 0.937 0.192 -4.665
H 1.402 -1.035 -3.615
H -0.896 -0.553 -3.351
C 3.831 2.046 -1.513
O 2.957 2.021 -0.393
H 4.508 1.212 -1.624
H 4.450 2.920 -1.487
H 3.321 2.164 -2.464
H 3.632 1.869 0.325
C 2.526 -3.897 -2.960
O 2.349 -3.110 -4.124
H 3.517 -4.354 -3.048
H 1.722 -4.642 -2.726
H 2.382 -3.455 -2.042
H 2.599 -3.637 -4.813
C 1.022 -5.373 -0.024
O 2.363 -4.918 0.168
H 0.612 -5.058 -0.959
H 0.368 -5.194 0.813
H 1.005 -6.475 0.110
H 2.432 -4.611 1.118
*
```

The HOMO-LUMO gap is 8.69 eV. The total energy is -78501.36747 eV.

Asked for ΔE to the lowest compared entry with this formula, charge and spin across the records above, the calculation gives 4.7559, 5.3887 eV in order.